Entry 1:
{
  "formula": "C2H9N2P",
  "method": "wB97M-V/def2-TZVPD",
  "species": ["C", "C", "N", "N", "P", "H", "H", "H", "H", "H", "H", "H", "H", "H"],
  "xyz": [[-2.132, -0.713, 0.364], [1.860, 1.210, -0.242], [-1.376, 0.031, -0.659], [1.831, -0.062, 0.517], [1.459, -1.658, 0.169], [-2.922, -1.489, -0.108], [-1.311, -1.136, 1.088], [-2.748, 0.114, 0.878], [1.855, 0.984, -1.363], [0.845, 1.575, 0.078], [2.568, 1.750, 0.225], [-1.786, -0.188, -1.565], [2.295, -0.121, 1.398], [-0.438, -0.297, -0.780]],
  "nbo_charge": [-0.4280, -0.4296, -0.8609, -0.8688, 0.2682, 0.1851, 0.1934, 0.1918, 0.2231, 0.2273, 0.2009, 0.3502, 0.3965, 0.3508],
  "e_lumo_ev": [-0.43, -0.44],
  "e_homo_ev": [-7.2, -7.2],
  "multiplicity": 1,
  "homo_lumo_gap_ev": [6.749, 6.742]
}

=====

Entry 2:
{
  "formula": "C2H9N2PSi",
  "method": "wB97M-V/def2-TZVPD",
  "species": ["C", "C", "N", "N", "Si", "P", "H", "H", "H", "H", "H", "H", "H", "H", "H"],
  "xyz": [[-0.804, 1.325, -0.633], [-1.323, 0.199, 0.273], [0.494, 1.631, -0.107], [-0.598, 0.199, 1.510], [1.698, -1.483, 0.156], [1.036, 0.577, 1.147], [-0.880, 0.840, -1.675], [-1.603, 2.136, -0.555], [-2.467, 0.264, 0.434], [-1.117, -0.746, -0.320], [1.130, 1.975, -0.734], [-1.031, 0.997, 2.000], [2.861, -1.987, 1.085], [0.878, -2.668, 0.263], [2.231, -1.067, -1.135]],
  "nbo_charge": [-0.2522, -0.2311, -0.9374, -0.9105, 0.4307, 0.8170, 0.1838, 0.1803, 0.2075, 0.1837, 0.3871, 0.3740, -0.1405, -0.1398, -0.1525],
  "e_lumo_ev": 0.92,
  "e_homo_ev": -8.1,
  "multiplicity": 1,
  "smiles": "[SiH3]P1NCCN1",
  "homo_lumo_gap_ev": 9.060
}

=====

Entry 3:
{
  "formula": "C2H9N2S",
  "method": "wB97M-V/def2-TZVPD",
  "species": ["C", "S", "H", "H", "H", "N", "C", "N", "H", "H", "H", "H", "H", "H"],
  "xyz": [[0.022, -2.141, 2.219], [-0.634, -0.356, 2.125], [1.109, -2.277, 1.787], [-0.591, -2.927, 1.719], [0.051, -2.403, 3.326], [0.034, 0.138, -2.108], [-0.021, 1.585, -1.657], [-0.178, 1.626, -0.244], [-0.906, -0.119, -1.728], [0.764, -0.341, -1.754], [-0.878, 2.153, -2.107], [0.891, 1.914, -2.251], [0.099, 0.798, 0.338], [0.237, 2.351, 0.335]],
  "nbo_charge": [-0.7351, -0.7100, 0.1628, 0.1688, 0.1770, -0.8567, -0.0408, -0.9330, 0.3622, 0.3502, 0.1479, 0.1296, 0.4193, 0.3580],
  "e_lumo_ev": 4.12,
  "e_homo_ev": -2.5,
  "multiplicity": 1,
  "total_charge": -1,
  "homo_lumo_gap_ev": 6.608
}

=====

In order of appearance, energy above the lowest of the compared OMol25 structures with the same formula, charge and spin = 289.5; 0.0; 168.1 kJ/mol.